Molecular formula: C4H5NO
Method: DFT, the ωB97M-V functional and the def2-TZVPD basis

Computed properties:
Molecular weight   83.1 g mol⁻¹
Energy above the lowest of the compared OMol25 structures with the same formula, charge and spin   41.3 kcal/mol
2S+1   1

Positions of all 11 atoms, in Å:
O (1.0912, -2.4827, 1.2640)
N (-0.8707, 0.3399, 0.8203)
C (-0.9068, -0.0054, -0.5433)
C (0.2387, 0.6912, 1.3219)
C (-0.4151, 0.7395, -1.5323)
C (1.3152, -2.1795, 0.1939)
H (-1.4540, -0.9250, -0.7447)
H (1.1791, 0.6919, 0.7528)
H (0.2760, 1.0014, 2.3666)
H (-0.5318, 0.4414, -2.5697)
H (0.0782, 1.6873, -1.3294)

Results of the Mulliken charge analysis, in e, for atoms 1 through 5: number 1, O, carries -0.136; number 2, N, carries -0.408; number 3, C, carries -0.068; number 4, C, carries -0.424; number 5, C, carries -0.620



Molecular formula: C4H5NO
Method: DFT, the ωB97M-V functional and the def2-TZVPD basis

Computed properties:
Molecular weight   83.1 g mol⁻¹
SMILES string   C=C[C@H](O)C#N
Energy above the lowest of the compared OMol25 structures with the same formula, charge and spin   31.1 kcal/mol
2S+1   1

Positions of all 11 atoms, in Å:
O (-0.4952, 1.3065, -0.8881)
N (2.1360, 1.5532, 1.2261)
C (-0.2223, 0.7361, 0.3657)
C (-0.2054, -0.7791, 0.3852)
C (1.0832, 1.2179, 0.8847)
C (-0.4206, -1.5264, -0.6884)
H (-1.0099, 1.0996, 1.0366)
H (0.2828, 1.1881, -1.4503)
H (-0.3875, -2.6100, -0.6321)
H (-0.6453, -1.0791, -1.6525)
H (0.0086, -1.2255, 1.3551)

Results of the Mulliken charge analysis, in e, for atoms 1 through 5: number 1, O, carries -0.539; number 2, N, carries -0.370; number 3, C, carries 0.288; number 4, C, carries -0.240; number 5, C, carries 0.099



Molecular formula: C4H5NO
Method: DFT, the ωB97M-V functional and the def2-TZVPD basis

Computed properties:
Molecular weight   83.1 g mol⁻¹
SMILES string   N#C/C=C\CO
Energy above the lowest of the compared OMol25 structures with the same formula, charge and spin   86.5 kcal/mol
2S+1   1

Positions of all 11 atoms, in Å:
O (0.8232, 1.1837, -0.3023)
N (1.8284, -1.0956, -1.5301)
C (-0.0743, 1.0714, 0.7246)
C (0.7039, -0.9903, -1.0587)
C (-1.0275, -0.0444, 0.3317)
C (-0.6779, -1.0900, -0.5556)
H (-1.9483, -0.5939, 1.0388)
H (-0.6189, 2.1430, 0.7150)
H (0.5692, 0.8091, 1.6878)
H (-1.1006, -1.9957, -0.6309)
H (1.5229, 0.6026, -0.4204)

Results of the Mulliken charge analysis, in e, for atoms 1 through 5: number 1, O, carries -0.537; number 2, N, carries -0.526; number 3, C, carries -0.090; number 4, C, carries 0.447; number 5, C, carries -0.200



Molecular formula: C4H5NO
Method: DFT, the ωB97M-V functional and the def2-TZVPD basis

Computed properties:
Molecular weight   83.1 g mol⁻¹
SMILES string   C/C(C#N)=C\O
Energy above the lowest of the compared OMol25 structures with the same formula, charge and spin   44.2 kcal/mol
2S+1   1

Positions of all 11 atoms, in Å:
O (0.3627, 0.1251, -2.0546)
N (-1.9882, -1.5321, 1.5159)
C (-1.1494, -0.9991, 0.9175)
C (0.1607, -0.7688, -1.0769)
C (-0.2316, -0.2654, 0.1220)
C (0.4993, 0.9102, 0.7531)
H (1.1851, 1.4012, 0.0547)
H (0.3706, -1.8067, -1.3297)
H (1.1233, 0.4498, 1.5317)
H (-0.2023, 0.8241, -1.6639)
H (-0.1302, 1.6618, 1.2302)

Results of the Mulliken charge analysis, in e, for atoms 1 through 5: number 1, O, carries -0.467; number 2, N, carries -0.453; number 3, C, carries 0.061; number 4, C, carries 0.070; number 5, C, carries 0.091